(1)
A 2-piece molecular cluster, C3H6O2 overall at a distorted geometry, computed with the ωB97M-V functional and the def2-TZVPD basis.

CARTESIAN COORDINATES (ANGSTROEM)
1 C 0.304 2.217 1.131
2 C 1.086 1.584 0.276
3 H 0.422 1.935 2.223
4 H -0.419 3.024 1.042
5 H 1.871 0.889 0.626
6 H 1.119 1.641 -0.777
7 O -1.826 -3.088 -1.863
8 C -1.018 -2.704 -1.084
9 O -0.984 -1.316 -0.840
10 H -0.334 -3.186 -0.453
11 H -0.221 -0.996 -0.281

Summary:
SMILES: O=CO.C=C
Frontier orbital gap, eV: 11.27
Highest occupied orbital energy, eV: -10.62

***

(2)
A 2-piece molecular cluster, C3H6O2 overall at a distorted geometry, computed with the ωB97M-V functional and the def2-TZVPD basis.

CARTESIAN COORDINATES (ANGSTROEM)
1 O 0.767 0.378 3.142
2 C 1.566 0.070 2.303
3 H 1.180 0.193 1.218
4 H 2.635 -0.332 2.330
5 C -0.975 -0.306 -2.339
6 C -1.030 0.255 -1.060
7 O -0.794 -0.414 0.076
8 H -0.206 0.201 -2.976
9 H -0.860 -1.398 -2.475
10 H -0.882 1.317 -0.905
11 H -1.403 0.038 0.686

Summary:
SMILES: C=CO.C=O
Frontier orbital gap, eV: 9.88
Highest occupied orbital energy, eV: -9.14

***

(3)
A 2-piece molecular cluster, C3H6O2 overall at a distorted geometry, computed with the ωB97M-V functional and the def2-TZVPD basis.

CARTESIAN COORDINATES (ANGSTROEM)
1 O 0.920 -0.272 -1.980
2 C -0.070 -1.102 -2.079
3 H -1.115 -0.821 -1.928
4 H -0.105 -1.997 -2.870
5 C -0.731 0.554 2.030
6 C 0.067 0.533 0.963
7 O 1.336 1.141 0.800
8 H -1.516 -0.117 2.343
9 H -0.386 1.312 2.633
10 H -0.092 -0.180 0.184
11 H 1.694 0.950 -0.093

Summary:
SMILES: C=CO.C=O
Frontier orbital gap, eV: 8.37
Highest occupied orbital energy, eV: -8.99

***

(4)
A 2-piece molecular cluster, C3H6O2 overall, computed with the ωB97M-V functional and the def2-TZVPD basis.

CARTESIAN COORDINATES (ANGSTROEM)
1 C 1.831 -0.323 0.203
2 C -1.626 0.943 0.093
3 C -2.092 -0.201 -0.364
4 O 1.867 0.779 -0.254
5 O 2.863 -1.143 0.307
6 H 3.671 -0.729 -0.041
7 H 0.928 -0.808 0.602
8 H -0.652 1.314 -0.178
9 H -2.200 1.562 0.763
10 H -3.067 -0.572 -0.093
11 H -1.522 -0.820 -1.037

Summary:
SMILES: O=CO.C=C
Frontier orbital gap, eV: 10.98
Highest occupied orbital energy, eV: -10.21

***

(5)
One molecule with the formula C3H6O2, computed with the ωB97M-V functional and the def2-TZVPD basis.

CARTESIAN COORDINATES (ANGSTROEM)
1 C 1.385 0.100 0.719
2 C -0.089 -0.009 0.420
3 O -0.876 -0.090 1.344
4 C -0.675 -0.043 -0.991
5 O -2.064 0.118 -0.915
6 H 1.492 0.702 1.624
7 H 2.002 0.521 -0.076
8 H 1.761 -0.897 0.961
9 H -0.464 -1.009 -1.467
10 H -0.167 0.708 -1.626
11 H -2.306 -0.101 0.008

Summary:
SMILES: CC(=O)CO
Frontier orbital gap, eV: 11.15
Highest occupied orbital energy, eV: -10.29

***

(6)
A 2-piece molecular cluster, C3H6O2 overall at a distorted geometry, computed with the ωB97M-V functional and the def2-TZVPD basis.

CARTESIAN COORDINATES (ANGSTROEM)
1 O 0.510 0.181 -3.075
2 C -0.298 -0.761 -2.916
3 H -0.739 -1.362 -3.752
4 H -0.671 -1.145 -1.982
5 C -0.009 1.285 2.680
6 C 0.158 -0.016 2.242
7 O -0.235 -0.567 1.137
8 H 0.396 1.499 3.640
9 H -0.955 1.727 2.418
10 H 0.932 -0.686 2.789
11 H -0.275 0.009 0.353

Summary:
SMILES: C=CO.C=O
Frontier orbital gap, eV: 9.27
Highest occupied orbital energy, eV: -8.99

***

(7)
C3H6O2 as an isolated structure at a distorted geometry, computed with the ωB97M-V functional and the def2-TZVPD basis.

CARTESIAN COORDINATES (ANGSTROEM)
1 C -0.547 0.092 -0.550
2 C 0.202 -1.077 -0.777
3 C -0.363 -0.739 0.716
4 H 0.374 1.696 -1.422
5 H -1.503 0.143 -1.286
6 H -0.308 -1.772 -1.493
7 H 1.484 -1.029 -0.742
8 H -1.203 -1.180 1.424
9 H 0.254 1.038 1.096
10 O -0.168 1.456 -0.538
11 O 0.813 -0.025 1.300

Summary:
Frontier orbital gap, eV: 10.36
Highest occupied orbital energy, eV: -9.73

***

(8)
One molecule with the formula C3H6O2 at a distorted geometry, computed with the ωB97M-V functional and the def2-TZVPD basis.

CARTESIAN COORDINATES (ANGSTROEM)
1 O 0.643 1.347 0.567
2 C 0.412 0.441 -0.487
3 C 0.433 -0.982 -0.133
4 C -1.040 0.033 -0.533
5 O -1.743 0.407 0.571
6 H 1.418 1.033 1.048
7 H 0.875 0.745 -1.424
8 H 0.412 -1.288 0.902
9 H 0.840 -1.687 -0.858
10 H -1.053 -1.078 -0.743
11 H -1.158 0.985 1.098

Summary:
SMILES: O[C@@H]1C[C@@H]1O
Frontier orbital gap, eV: 8.73
Highest occupied orbital energy, eV: -8.00

***

(9)
An isolated ion of composition C3H6O2P and charge -1 at a distorted geometry, computed with the ωB97M-V functional and the def2-TZVPD basis.

CARTESIAN COORDINATES (ANGSTROEM)
1 C -2.068 0.918 -0.124
2 C 1.376 -1.127 -0.871
3 C -1.006 0.436 0.517
4 O 1.204 1.571 -0.724
5 O 1.598 0.131 1.518
6 P 0.745 0.319 -0.119
7 H -3.041 0.699 0.197
8 H -1.852 1.477 -0.923
9 H 0.809 -1.511 -1.772
10 H 1.213 -2.071 -0.189
11 H -1.273 -0.304 1.291
12 H 2.295 -0.537 1.199

Summary:
SMILES: C=C[P@@](=C)([O-])O
Frontier orbital gap, eV: 7.27
Total charge: -1
Highest occupied orbital energy, eV: -3.17

***

(10)
One molecule with the formula C3H6O2S at a distorted geometry, computed with the ωB97M-V functional and the def2-TZVPD basis.

CARTESIAN COORDINATES (ANGSTROEM)
1 C 1.036 0.042 0.903
2 C 0.165 -0.253 -0.305
3 C -1.330 -0.467 -0.068
4 H 0.259 1.751 1.571
5 H 2.056 0.350 0.576
6 H 1.245 -0.929 1.446
7 H -1.918 -0.620 -0.973
8 H -1.456 -1.333 0.567
9 H -1.350 0.601 1.386
10 O 0.441 0.847 1.899
11 O -1.913 0.689 0.589
12 S 0.857 -0.503 -1.728

Summary:
SMILES: OCC(=S)CO
Frontier orbital gap, eV: 8.41
Highest occupied orbital energy, eV: -8.94

***

(11)
One molecule with the formula C3H6O2S at a distorted geometry, computed with the ωB97M-V functional and the def2-TZVPD basis.

CARTESIAN COORDINATES (ANGSTROEM)
1 C 0.853 1.406 1.307
2 C -0.936 0.176 -0.385
3 C -0.468 -1.255 -0.128
4 H 1.188 0.431 1.591
5 H 1.651 2.127 1.437
6 H 0.032 1.680 1.999
7 H -1.721 0.394 0.371
8 H -1.429 0.186 -1.368
9 H 1.220 -0.735 -0.818
10 O 0.798 -1.543 -0.478
11 O -1.209 -2.088 0.342
12 S 0.353 1.438 -0.430

Summary:
SMILES: CSCC(=O)O
Frontier orbital gap, eV: 10.13
Highest occupied orbital energy, eV: -9.54

***

(12)
One molecule with the formula C3H6O2S at a distorted geometry, computed with the ωB97M-V functional and the def2-TZVPD basis.

CARTESIAN COORDINATES (ANGSTROEM)
1 C 1.340 0.564 -0.057
2 C -0.131 0.806 0.346
3 C -1.770 -0.698 -0.585
4 H 1.285 -1.631 0.913
5 H 1.513 1.084 -1.005
6 H 2.017 0.983 0.744
7 H -0.409 1.850 0.613
8 H -0.319 0.055 1.122
9 H -2.334 -0.875 -1.491
10 O -0.961 0.384 -0.765
11 O -1.952 -1.328 0.471
12 S 1.723 -1.193 -0.306

Summary:
SMILES: O=COCCS
Frontier orbital gap, eV: 10.18
Highest occupied orbital energy, eV: -9.36